{"formula": "C24H52InO5S", "method": "ωB97M-V/def2-TZVPD", "elements": ["C", "O", "C", "C", "C", "C", "C", "C", "C", "C", "C", "C", "C", "In", "S", "H", "H", "H", "H", "H", "H", "H", "H", "H", "H", "H", "H", "H", "H", "H", "H", "H", "H", "H", "H", "H", "H", "H", "H", "H", "H", "H", "H", "C", "C", "O", "C", "H", "H", "H", "H", "H", "H", "C", "C", "O", "C", "H", "H", "H", "H", "H", "H", "C", "C", "O", "C", "H", "H", "H", "H", "H", "H", "C", "C", "O", "C", "H", "H", "H", "H", "H", "H"], "positions_angstrom": [[4.597, -1.637, 1.911], [5.172, -1.138, 0.722], [4.354, -1.387, -0.420], [4.346, -0.215, -1.418], [4.717, 1.155, -0.837], [3.496, 2.022, -0.519], [2.733, 1.476, 0.688], [1.843, 2.493, 1.376], [0.653, 2.941, 0.517], [-0.709, 2.822, 1.223], [-1.692, 1.853, 0.528], [-2.594, 1.144, 1.528], [-3.887, 0.596, 0.922], [-3.661, -1.547, 0.286], [-4.096, -1.662, -2.192], [5.295, -1.456, 2.722], [3.668, -1.117, 2.139], [4.402, -2.710, 1.854], [4.757, -2.264, -0.928], [3.340, -1.629, -0.113], [3.332, -0.139, -1.796], [4.996, -0.447, -2.254], [5.295, 1.685, -1.594], [5.353, 1.084, 0.037], [3.838, 3.038, -0.333], [2.873, 2.042, -1.410], [3.484, 1.136, 1.401], [2.164, 0.599, 0.383], [2.429, 3.348, 1.700], [1.471, 2.033, 2.288], [0.635, 2.396, -0.422], [0.789, 3.987, 0.248], [-1.185, 3.797, 1.279], [-0.590, 2.481, 2.248], [-2.329, 2.433, -0.137], [-1.143, 1.141, -0.082], [-2.834, 1.871, 2.313], [-2.035, 0.353, 2.023], [-4.649, 0.594, 1.700], [-4.257, 1.226, 0.116], [-4.895, -2.526, 1.108], [-1.989, -2.123, 0.573], [-3.666, -0.479, -2.653], [-1.110, -1.145, 5.337], [-2.550, -1.291, 4.895], [-2.839, -1.452, 3.738], [-3.608, -1.219, 5.975], [-0.460, -1.214, 4.467], [-0.962, -0.177, 5.820], [-0.851, -1.937, 6.043], [-3.559, -0.254, 6.484], [-3.452, -2.013, 6.707], [-4.590, -1.335, 5.522], [4.457, 6.046, 2.048], [3.117, 6.600, 2.473], [2.189, 5.873, 2.734], [2.993, 8.104, 2.553], [4.411, 4.959, 2.029], [4.713, 6.410, 1.051], [5.232, 6.361, 2.748], [3.192, 8.547, 1.576], [3.710, 8.501, 3.273], [1.986, 8.368, 2.866], [-0.279, -6.344, -3.485], [-0.439, -4.843, -3.379], [0.397, -4.098, -3.845], [-1.674, -4.346, -2.683], [0.646, -6.580, -4.009], [-0.251, -6.786, -2.488], [-1.123, -6.767, -4.034], [-1.693, -4.714, -1.654], [-2.564, -4.698, -3.207], [-1.689, -3.261, -2.663], [-4.342, -4.052, -7.486], [-4.512, -3.913, -5.988], [-4.110, -4.772, -5.238], [-5.204, -2.665, -5.500], [-3.834, -4.988, -7.711], [-5.318, -4.047, -7.974], [-3.750, -3.221, -7.872], [-6.213, -2.624, -5.917], [-4.646, -1.784, -5.820], [-5.262, -2.662, -4.413]], "forces_ev_per_a": [[0.144, 0.095, -0.151], [-0.190, -0.016, 0.025], [0.317, 0.030, -0.096], [0.086, 0.033, 0.690], [-0.172, 0.482, -0.605], [0.321, -0.536, 0.145], [0.477, 0.360, -0.131], [-0.321, -0.427, -0.199], [-0.100, 0.586, 0.506], [-0.203, -0.553, -0.570], [0.052, 0.394, 0.413], [-0.346, 0.329, -0.169], [0.314, -0.718, 0.136], [0.085, 0.416, 0.546], [-0.245, -0.132, -0.350], [0.181, 0.039, 0.073], [-0.231, 0.009, 0.023], [-0.036, -0.133, -0.044], [-0.073, -0.250, -0.035], [-0.168, 0.065, 0.179], [-0.142, -0.085, -0.337], [0.134, -0.067, -0.127], [0.133, 0.036, -0.089], [0.098, -0.209, 0.158], [-0.052, 0.240, 0.146], [-0.245, 0.188, -0.077], [0.103, -0.141, 0.168], [-0.201, -0.122, 0.044], [0.169, 0.182, 0.009], [-0.135, -0.042, 0.193], [-0.032, -0.229, -0.141], [0.156, 0.140, -0.166], [-0.075, 0.208, 0.130], [0.226, -0.015, 0.196], [-0.040, 0.005, -0.295], [0.037, -0.253, -0.117], [0.000, 0.174, 0.127], [0.177, -0.140, 0.109], [-0.225, -0.117, 0.031], [0.011, 0.153, -0.145], [0.081, -0.042, -0.258], [-0.170, 0.075, -0.120], [0.066, 0.051, 0.231], [0.037, -0.018, -0.150], [0.001, 0.018, -0.107], [-0.026, -0.010, 0.087], [-0.106, -0.024, -0.114], [-0.024, 0.001, -0.016], [-0.002, -0.047, 0.097], [-0.008, 0.073, 0.089], [0.055, -0.046, 0.085], [0.046, 0.074, 0.074], [0.011, -0.001, -0.024], [-0.094, -0.153, 0.028], [-0.031, -0.082, -0.028], [0.011, 0.060, 0.032], [-0.167, -0.042, 0.053], [-0.015, 0.004, -0.002], [0.074, 0.074, 0.040], [0.041, 0.083, -0.074], [0.107, 0.030, 0.031], [0.074, 0.036, -0.086], [-0.003, -0.016, -0.002], [0.195, 0.007, -0.117], [-0.081, 0.079, 0.012], [0.012, -0.074, -0.007], [0.297, 0.142, -0.096], [-0.006, 0.017, 0.007], [-0.120, -0.037, -0.004], [-0.064, -0.026, 0.105], [-0.103, -0.057, -0.019], [-0.044, -0.054, 0.077], [-0.050, 0.015, 0.025], [0.107, -0.164, 0.023], [-0.004, 0.046, 0.088], [-0.030, -0.027, -0.068], [-0.025, -0.280, 0.200], [0.000, 0.005, 0.017], [0.011, 0.117, -0.034], [-0.094, 0.057, -0.041], [0.055, 0.103, -0.121], [-0.081, 0.035, -0.071], [0.082, 0.022, -0.046]], "mulliken_charge": [-0.63, -0.37, -0.59, -0.78, -0.86, -0.70, -0.28, -0.61, -0.68, -1.02, -0.25, -0.49, -1.45, 0.73, -0.66, 0.23, 0.24, 0.31, 0.41, 0.37, 0.31, 0.41, 0.38, 0.55, 0.33, 0.30, 0.30, 0.21, -0.01, 0.48, 0.46, 0.33, 0.37, 0.42, 0.27, 0.26, 0.35, 0.21, 0.38, 0.44, -0.38, -0.38, 0.03, -1.14, 0.89, -0.43, -1.21, 0.26, 0.32, 0.38, 0.34, 0.34, 0.30, -0.96, 0.86, -0.51, -1.21, 0.18, 0.31, 0.35, 0.33, 0.33, 0.31, -1.09, 0.82, -0.60, -0.76, 0.30, 0.31, 0.29, 0.35, 0.20, 0.19, -1.18, 0.84, -0.54, -0.83, 0.31, 0.33, 0.33, 0.33, 0.31, 0.06], "gap_ev": 6.3, "charge": -1, "lumo_ev": 2.12, "energy_ha": -1910.13083}